A structure of composition C21H21BMgN7S5 in a non-equilibrium geometry, computed with wB97M-V/def2-TZVPD.

Calculated total energy ... -92854.6669 eV

Structure (ORCA input):
```
! wB97M-V def2-TZVPD RIJCOSX def2/J DEFGRID3
* xyz -1 1
Mg 1.075 0.544 3.136
S 4.513 -0.448 5.987
C 3.271 -0.062 4.944
S 1.878 0.741 5.516
S 3.384 -0.448 3.284
C -1.451 2.211 5.959
N -2.081 1.366 4.985
C -3.047 0.421 5.198
C -3.394 -0.066 3.982
N -2.650 0.563 3.025
B -2.788 0.332 1.510
N -1.742 -0.724 1.015
C -1.667 -1.038 -0.311
C -0.733 -2.002 -0.488
N -0.229 -2.293 0.752
C 0.775 -3.258 1.094
C -0.847 -1.483 1.657
S -0.479 -1.580 3.301
C -1.838 1.425 3.654
S -0.725 2.504 2.986
H -2.004 2.151 6.893
H -1.454 3.237 5.584
H -0.414 1.904 6.121
H -3.387 0.181 6.184
H -4.111 -0.815 3.721
H -3.873 -0.131 1.313
H -2.585 1.344 0.916
H -2.284 -0.533 -1.024
H -0.382 -2.489 -1.376
H 1.304 -3.566 0.195
H 0.317 -4.132 1.562
H 1.468 -2.817 1.816
N 1.871 -0.371 -4.278
C 1.492 -0.127 -5.570
C 1.902 -0.636 -6.789
C 1.264 -0.153 -7.918
C 0.251 0.804 -7.832
C -0.162 1.318 -6.621
C 0.463 0.846 -5.470
N 0.248 1.157 -4.163
C 1.091 0.427 -3.465
C 1.176 0.461 -2.029
C 2.056 -0.325 -1.271
C 2.043 -0.208 0.105
N 1.224 0.605 0.764
C 0.394 1.366 0.053
C 0.339 1.334 -1.322
H 2.597 -0.998 -3.981
H 2.675 -1.388 -6.861
H 1.548 -0.531 -8.889
H -0.227 1.138 -8.742
H -0.947 2.052 -6.553
H 2.743 -1.019 -1.734
H 2.724 -0.783 0.720
H -0.246 2.020 0.628
H -0.338 1.968 -1.871
*
```



A cluster of 14 separate species, C21H64BNO16 in total in a non-equilibrium geometry, computed with wB97M-V/def2-TZVPD.

Calculated total energy ... -57730.5910 eV

Structure (ORCA input):
```
! wB97M-V def2-TZVPD RIJCOSX def2/J DEFGRID3
* xyz 0 1
C -1.926 -1.360 4.057
C -1.203 -1.471 2.949
B -0.551 -1.601 1.444
C 0.230 -0.295 0.862
O -0.757 0.443 0.026
C -0.671 1.850 0.265
C -0.309 2.825 -0.983
O -0.898 2.419 1.391
N -0.777 -2.902 0.740
C 0.047 -3.056 -0.504
C -2.237 -2.997 0.476
C -3.262 -3.710 1.520
O -2.727 -2.472 -0.576
H -2.633 -1.586 4.947
H 0.636 0.397 1.706
H 1.113 -0.561 0.151
H -0.370 3.933 -0.633
H 0.729 2.537 -1.395
H -1.114 2.683 -1.812
H 1.090 -3.483 -0.236
H -0.469 -3.896 -1.129
H 0.080 -2.136 -1.188
H -3.887 -4.547 1.023
H -2.685 -4.101 2.454
H -3.979 -2.892 1.940
C -5.024 -3.307 4.747
O -3.730 -3.891 4.805
H -5.049 -2.585 3.930
H -5.769 -4.086 4.565
H -5.240 -2.796 5.687
H -3.736 -4.525 5.536
C -0.469 -4.701 -4.395
O -0.462 -3.416 -3.793
H 0.559 -5.003 -4.598
H -0.930 -5.422 -3.715
H -1.028 -4.662 -5.335
H -1.384 -3.176 -3.624
C 0.945 -7.060 -0.587
O 0.323 -6.339 -1.640
H 0.303 -7.894 -0.301
H 1.909 -7.446 -0.926
H 1.088 -6.402 0.274
H 0.913 -5.608 -1.873
C 4.163 0.214 -0.791
O 2.788 -0.019 -1.068
H 4.277 0.440 0.270
H 4.744 -0.679 -1.036
H 4.518 1.063 -1.381
H 2.716 -0.215 -2.012
C 4.444 2.937 1.929
O 4.379 1.569 2.308
H 5.486 3.204 1.746
H 3.864 3.093 1.017
H 4.048 3.558 2.734
H 3.447 1.361 2.464
C 1.986 -10.529 -1.110
O 1.832 -10.089 0.231
H 1.431 -9.858 -1.767
H 3.044 -10.510 -1.384
H 1.592 -11.543 -1.212
H 2.332 -10.700 0.790
C 3.153 5.557 -0.820
O 3.090 4.191 -0.435
H 4.194 5.824 -1.009
H 2.570 5.705 -1.731
H 2.758 6.182 -0.015
H 2.158 3.984 -0.276
C -0.427 7.017 -2.193
O 0.127 5.974 -1.405
H -0.108 6.888 -3.228
H -1.519 6.975 -2.143
H -0.073 7.982 -1.824
H -0.171 6.114 -0.496
C 0.447 9.581 -4.670
O 1.191 9.489 -3.464
H -0.355 8.842 -4.646
H 0.015 10.580 -4.760
H 1.101 9.378 -5.521
H 1.893 10.154 -3.512
C 2.208 11.085 -0.618
O 2.854 12.139 -1.316
H 1.470 10.626 -1.277
H 2.945 10.335 -0.321
H 1.705 11.485 0.266
H 3.501 12.528 -0.711
C 0.023 -7.924 -6.191
O 0.735 -8.327 -5.031
H 0.737 -7.707 -6.986
H -0.642 -8.730 -6.511
H -0.558 -7.025 -5.970
H 0.079 -8.512 -4.344
C 1.112 3.549 4.404
O 1.861 3.301 3.225
H 1.793 3.869 5.194
H 0.379 4.338 4.215
H 0.602 2.633 4.716
H 1.233 3.018 2.543
C -8.360 -1.585 6.835
O -7.620 -1.833 5.650
H -7.674 -1.254 7.617
H -9.100 -0.802 6.650
H -8.859 -2.502 7.157
H -8.250 -2.123 4.977
*
```



A structure of composition C4H5NS in a non-equilibrium geometry, computed with wB97M-V/def2-TZVPD.

Relative energy (zero: lowest compared OMol25 entry of this formula, charge and spin) ... 117.9 kcal per mole
Calculated total energy ... -16548.9531 eV

Structure (ORCA input):
```
! wB97M-V def2-TZVPD RIJCOSX def2/J DEFGRID3
* xyz 0 1
C -1.124 -0.689 1.071
C 1.546 0.989 0.786
C -0.122 -0.894 -1.195
C -1.160 -0.847 -0.135
N 1.695 -0.247 0.850
S 1.173 -1.507 0.045
H -1.544 -0.482 2.065
H 0.791 1.546 0.098
H 2.394 1.406 1.213
H -0.102 -1.707 -1.962
H 0.208 0.160 -1.319
*
```



A cluster of 4 separate species, C36H50N4O11S2 in total in a non-equilibrium geometry, computed with wB97M-V/def2-TZVPD.

Calculated total energy ... -88296.1973 eV
SMILES ... CCCNC1=C(CCCCNC(C)=O)C(=O)C(CC(=O)O)=C(CCCSC(=S)n2ccnc2)C1=O.O=C1CCCO1.O=C1CCCO1.O=C1CCCO1

Structure (ORCA input):
```
! wB97M-V def2-TZVPD RIJCOSX def2/J DEFGRID3
* xyz 0 1
C -0.804 2.856 2.685
C -1.757 2.049 1.728
C -1.932 0.565 2.122
N -0.740 -0.306 1.985
C 0.179 0.045 0.976
C -0.047 -0.037 -0.355
C -1.360 -0.543 -0.932
C -1.836 0.150 -2.248
C -1.788 1.707 -2.248
C -3.184 2.369 -2.416
N -3.971 2.389 -1.162
C -5.120 1.576 -1.246
C -5.260 0.470 -0.162
O -5.959 1.689 -2.112
C 1.122 0.368 -1.229
O 0.996 0.746 -2.380
C 2.559 0.275 -0.714
C 3.641 0.084 -1.768
C 3.295 -1.246 -2.503
O 3.039 -2.243 -1.879
O 3.260 -1.266 -3.856
C 2.783 0.349 0.601
C 4.171 0.251 1.236
C 4.962 1.594 1.091
C 5.165 2.212 2.503
S 5.838 3.904 2.444
C 4.449 5.005 2.338
S 2.946 4.555 2.814
N 4.668 6.297 1.850
C 5.882 6.935 1.624
C 5.638 8.183 1.135
N 4.244 8.335 1.020
C 3.736 7.226 1.439
C 1.548 0.504 1.484
O 1.717 0.957 2.596
H -0.372 2.235 3.481
H 0.053 3.205 2.076
H -1.303 3.767 3.042
H -1.493 2.222 0.676
H -2.755 2.517 1.869
H -2.832 0.153 1.627
H -2.187 0.566 3.199
H -0.237 -0.308 2.868
H -1.189 -1.609 -1.191
H -2.198 -0.540 -0.223
H -2.900 -0.132 -2.379
H -1.325 -0.294 -3.115
H -1.232 2.152 -1.407
H -1.235 2.002 -3.161
H -2.967 3.428 -2.672
H -3.740 1.965 -3.274
H -3.406 2.148 -0.355
H -4.883 0.918 0.778
H -4.629 -0.377 -0.471
H -6.324 0.222 -0.105
H 4.651 0.057 -1.343
H 3.528 0.911 -2.495
H 3.462 -0.391 -4.215
H 4.734 -0.517 0.677
H 4.112 -0.094 2.281
H 4.378 2.321 0.500
H 5.935 1.416 0.607
H 4.177 2.232 2.996
H 5.857 1.616 3.120
H 6.848 6.471 1.820
H 6.400 8.917 0.888
H 2.655 7.109 1.429
O 4.708 -2.820 2.724
C 5.152 -3.437 1.799
C 4.383 -3.935 0.596
C 5.346 -4.950 -0.005
C 6.697 -4.394 0.411
O 6.468 -3.751 1.676
H 4.200 -3.098 -0.079
H 3.445 -4.395 0.896
H 5.244 -5.072 -1.082
H 5.188 -5.926 0.460
H 7.074 -3.648 -0.294
H 7.446 -5.174 0.530
O -6.631 -2.033 1.060
C -7.623 -1.814 1.689
C -9.024 -1.665 1.134
C -9.764 -1.020 2.298
C -8.997 -1.549 3.498
O -7.643 -1.703 3.042
H -9.417 -2.655 0.897
H -9.027 -1.033 0.250
H -10.827 -1.254 2.330
H -9.661 0.065 2.242
H -9.365 -2.523 3.830
H -9.021 -0.859 4.339
O -2.432 -2.403 -3.878
C -1.767 -3.397 -3.861
C -0.409 -3.580 -4.505
C -0.252 -5.094 -4.500
C -1.069 -5.496 -3.284
O -2.128 -4.528 -3.203
H 0.346 -3.089 -3.886
H -0.398 -3.173 -5.513
H 0.783 -5.431 -4.453
H -0.701 -5.513 -5.403
H -0.488 -5.452 -2.360
H -1.496 -6.492 -3.384
*
```



A cluster of 5 separate species, C32H43N5O3 in total in a non-equilibrium geometry, computed with wB97M-V/def2-TZVPD.

Calculated total energy ... -47455.2587 eV
SMILES ... C=CCN(CCOCC)C(=O)OCc1cccc(C)c1.c1cc[nH]c1.c1cc[nH]c1.c1cc[nH]c1.c1cc[nH]c1

Structure (ORCA input):
```
! wB97M-V def2-TZVPD RIJCOSX def2/J DEFGRID3
* xyz 0 1
C 1.083 -4.136 1.296
C -0.253 -3.674 1.761
C -1.172 -2.511 0.986
N -1.419 -2.818 -0.473
C -2.826 -2.406 -0.915
C -4.012 -3.369 -0.234
O -4.700 -2.614 0.866
C -5.683 -1.670 0.313
C -5.291 -0.078 0.591
C -0.393 -2.122 -1.383
O -0.797 -1.116 -2.208
O 1.036 -2.472 -1.458
C 1.889 -1.247 -1.483
C 1.631 -0.429 -0.074
C 2.418 -0.861 1.338
C 2.056 -0.014 2.717
C 0.944 1.231 2.744
C 0.178 1.669 1.362
C -0.967 2.855 1.226
C 0.539 0.836 -0.006
H 1.175 -4.913 0.409
H 2.054 -3.712 1.836
H -0.671 -4.149 2.773
H -2.169 -2.450 1.641
H -0.635 -1.462 1.174
H -2.948 -1.269 -0.573
H -2.992 -2.523 -2.088
H -4.796 -3.666 -1.051
H -3.525 -4.366 0.207
H -6.700 -1.851 0.909
H -5.943 -1.825 -0.817
H -4.713 0.328 -0.356
H -4.591 0.027 1.528
H -6.244 0.586 0.787
H 3.039 -1.562 -1.465
H 1.749 -0.596 -2.445
H 3.179 -1.755 1.290
H 2.615 -0.373 3.709
H 0.692 1.779 3.748
H -1.901 2.335 0.697
H -0.594 3.675 0.479
H -1.363 3.259 2.250
H 0.009 1.084 -1.046
C 4.457 4.205 -1.974
C 5.027 3.423 -0.942
C 4.044 2.579 -0.475
N 2.899 2.828 -1.187
C 3.143 3.814 -2.108
H 4.952 4.969 -2.559
H 6.045 3.469 -0.577
H 4.060 1.826 0.301
H 2.014 2.357 -1.055
H 2.363 4.153 -2.775
C 3.469 1.506 7.864
C 4.297 1.966 6.811
C 4.559 0.889 5.994
N 3.923 -0.206 6.519
C 3.252 0.162 7.656
H 3.074 2.091 8.683
H 4.661 2.975 6.665
H 5.143 0.809 5.088
H 3.945 -1.138 6.128
H 2.679 -0.563 8.220
C 6.857 5.715 -6.448
C 7.427 4.933 -5.415
C 6.444 4.090 -4.949
N 5.299 4.339 -5.661
C 5.543 5.325 -6.581
H 7.352 6.480 -7.032
H 8.445 4.980 -5.051
H 6.460 3.336 -4.172
H 4.414 3.868 -5.528
H 4.763 5.664 -7.249
C -9.696 -5.003 -2.489
C -9.914 -3.616 -2.312
C -8.877 -3.133 -1.545
N -8.045 -4.180 -1.249
C -8.533 -5.324 -1.825
H -10.320 -5.694 -3.042
H -10.737 -3.033 -2.703
H -8.662 -2.135 -1.185
H -7.201 -4.119 -0.694
H -8.013 -6.266 -1.713
*
```



A cluster of 2 separate species, C6H10N2O3 in total in a non-equilibrium geometry, computed with wB97M-V/def2-TZVPD.

Relative energy (zero: lowest compared OMol25 entry of this formula, charge and spin) ... 57.9 kcal per mole
Calculated total energy ... -15505.4977 eV
SMILES ... CN/C=C\N(C)C=O.O=C=O

Structure (ORCA input):
```
! wB97M-V def2-TZVPD RIJCOSX def2/J DEFGRID3
* xyz 0 1
C 1.395 -2.074 -2.211
N 0.801 -0.862 -1.681
C 1.582 -0.139 -0.723
C 0.994 0.520 0.286
N -0.367 0.322 0.563
C -0.639 -0.723 1.643
C -1.379 1.079 0.132
O -2.552 0.778 0.362
H 2.453 -1.941 -2.248
H 1.180 -3.056 -1.715
H 1.025 -2.152 -3.197
H -0.236 -0.937 -1.649
H 2.581 -0.270 -0.916
H 1.608 1.104 0.986
H -1.716 -0.812 1.608
H -0.166 -1.654 1.212
H -0.277 -0.560 2.594
H -1.246 1.815 -0.691
O -2.574 3.828 2.161
C -1.710 3.149 1.824
O -0.756 2.583 1.659
*
```



no.,E_HOMO (Ha),frontier orbital gap (eV)
1,-0.128,4.8
2,-0.335,9.3
3,-0.292,8.6
4,-0.326,8.0
5,-0.280,7.0
6,-0.308,9.1